DFT (the ωB97M-V functional and the def2-TZVPD basis) results for a 15-piece molecular cluster, C34H65BCl4N5O39 overall at a distorted geometry.

Element x y z (Å)
O 1.2348 1.0364 -1.9592
C 0.7540 0.6258 -0.9352
O 0.6417 -0.6181 -0.5823
B -0.0796 -0.6835 0.7256
O -0.3428 0.7339 1.0864
C 0.2267 1.5479 0.1999
O 0.2336 2.7353 0.2270
O 0.7805 -1.2608 1.7493
C 0.2376 -2.3692 2.2201
O 0.6825 -3.1064 3.0428
C -1.1227 -2.5154 1.5364
O -1.3052 -1.5220 0.7146
O -1.8467 -3.4615 1.7184
Cl -0.0062 -8.7452 3.1583
C 0.3700 -7.0126 3.4586
C -0.8540 -6.2056 3.0535
Cl -2.1709 -6.6067 4.2262
H 1.2130 -6.7503 2.8208
H 0.6917 -6.8548 4.4838
H -1.1913 -6.4374 2.0496
H -0.7197 -5.1276 3.0988
Cl -0.9002 3.0065 4.7745
C 0.7125 2.3143 4.3649
C 0.6801 0.7920 4.5279
Cl 0.7920 0.3704 6.2578
H 1.5013 2.8534 4.8786
H 0.8382 2.5082 3.2984
H 1.5197 0.3748 3.9702
H -0.2115 0.3531 4.0893
C -4.6213 -5.1160 1.3967
N -4.8791 -6.5623 1.4388
O -3.9448 -7.2766 1.1382
O -5.9569 -6.9633 1.8234
H -4.0065 -4.8744 2.2572
H -5.5492 -4.5533 1.3362
H -4.1161 -4.9347 0.4509
C 3.6809 -1.4913 -1.6637
N 3.1652 -1.6665 -3.0413
O 2.7457 -2.7709 -3.3227
O 3.3486 -0.7892 -3.8443
H 3.8506 -0.4406 -1.4568
H 4.6220 -2.0083 -1.5020
H 2.9001 -1.8544 -1.0002
C 3.8352 -4.4374 2.7302
N 4.4101 -3.6460 1.6157
O 4.1154 -3.9642 0.4668
O 5.1573 -2.7048 1.8535
H 3.1304 -5.1580 2.3374
H 3.3554 -3.6374 3.2934
H 4.7258 -4.9302 3.1177
C -3.4184 -2.6104 3.3443
N -2.6431 -2.1012 4.5204
O -2.3071 -0.9354 4.5807
O -2.4639 -2.9131 5.4163
H -3.7796 -1.7204 2.8310
H -4.2695 -3.2205 3.6282
H -2.7438 -3.1889 2.7183
C -1.1733 4.8928 -1.9737
N -1.8765 4.2893 -3.1280
O -3.0597 4.0615 -3.0137
O -1.2258 4.0523 -4.1215
H -0.1742 4.4800 -1.8756
H -1.7244 4.6525 -1.0659
H -1.1888 5.9725 -2.1005
C 1.1122 2.3822 -5.3879
O 1.8238 1.5559 -6.3040
C 1.4353 1.5211 -7.5687
O 0.3661 1.9295 -7.9597
O 2.3821 0.9047 -8.2497
C 2.2743 0.7803 -9.6584
H 0.1910 1.8643 -5.1137
H 0.8638 3.3368 -5.8429
H 1.5991 2.5074 -4.4242
H 3.0789 0.1069 -9.9402
H 2.4657 1.7331 -10.1560
H 1.2996 0.4256 -9.9878
C -8.2298 -1.1134 2.6350
O -7.3182 -1.7615 1.7488
C -6.3888 -1.0195 1.1535
O -6.2883 0.1768 1.2379
O -5.7003 -1.8279 0.3711
C -4.6458 -1.3465 -0.4419
H -8.8085 -1.9539 3.0107
H -8.8924 -0.4244 2.1129
H -7.7447 -0.5786 3.4493
H -4.8779 -0.4527 -1.0250
H -4.4600 -2.0880 -1.2172
H -3.7837 -1.2008 0.2066
C 0.7522 5.3218 1.7092
O -0.6306 5.6617 1.8841
C -1.1852 6.7828 1.3607
O -2.3162 7.0990 1.5626
O -0.3354 7.3436 0.5056
C -0.8238 8.4121 -0.2984
H 0.8691 5.1191 0.6494
H 0.8094 4.3930 2.2689
H 1.4773 5.9910 2.1598
H -0.3215 8.3573 -1.2633
H -0.6337 9.3517 0.2164
H -1.8859 8.3353 -0.5316
C 0.9483 -8.1256 -0.1629
O 0.7241 -7.0744 -1.0589
C 0.5179 -5.8425 -0.6421
O 0.6115 -5.4583 0.4949
O 0.2667 -5.1115 -1.7287
C 0.1925 -3.7136 -1.6133
H 1.8067 -8.0702 0.5142
H 1.1378 -9.0474 -0.7105
H 0.1130 -8.3366 0.5102
H 1.0244 -3.2782 -1.0549
H -0.7570 -3.3230 -1.2431
H 0.3406 -3.2719 -2.5984
C 3.9193 4.9890 3.1138
O 3.4011 3.7582 2.6934
C 4.2152 2.7554 2.4252
O 5.4120 2.7486 2.5008
O 3.4436 1.7139 2.0967
C 4.0570 0.5163 1.6284
H 4.2729 5.0815 4.1398
H 3.1813 5.7739 2.9722
H 4.7056 5.3251 2.4312
H 4.3647 0.6496 0.5889
H 3.2913 -0.2521 1.6003
H 4.9394 0.3237 2.2354
C 4.2858 2.4722 -2.1811
O 5.3087 1.4881 -2.1903
C 6.0745 1.4188 -3.2768
O 5.9417 2.1053 -4.2518
O 6.9539 0.4537 -3.1117
C 7.8298 0.1621 -4.1821
H 4.7365 3.4421 -1.9656
H 3.6136 2.2033 -1.3665
H 3.6856 2.4804 -3.0890
H 8.6792 0.8492 -4.1301
H 7.3820 0.2430 -5.1690
H 8.2798 -0.8171 -4.0380
C -6.0254 5.0800 -1.2609
O -5.2570 4.0717 -0.6390
C -4.4819 4.5134 0.3966
O -4.5436 5.5975 0.8779
O -3.6185 3.6019 0.7774
C -3.5410 2.3441 0.1203
H -6.9117 5.2522 -0.6522
H -6.2912 4.7547 -2.2684
H -5.5148 6.0180 -1.4897
H -3.1838 2.4947 -0.9028
H -4.5015 1.8546 -0.0316
H -2.8395 1.6543 0.5794

Output
* E_tot: -174374.8617 eV
* charge: -1
* 2S+1: 1
* frontier orbital gap: 10.0023 eV
* HOMO: -8.376 eV